[1]
DFT (the ωB97M-V functional and the def2-TZVPD basis) results for a molecular structure, C3H3NO3 at a distorted geometry.

Geometry as XYZ:
```
10
Properties=species:S:1:pos:R:3:forces:R:3:mulliken_charge:R:1
C 0.5531 -1.2393 0.0169 -5.06 3.14 -0.72 -0.292
C 0.6245 1.0891 0.0595 3.77 1.99 -0.24 -0.137
C -1.1134 -0.1666 -0.2340 4.25 -5.52 0.63 0.180
N 1.3188 -0.1075 -0.0212 -1.34 0.03 0.18 0.517
O 2.5724 -0.0940 -0.0256 1.05 -0.09 -0.06 -0.707
O -0.6714 1.0421 0.0100 -2.59 -1.16 -0.05 -0.221
O -2.3443 -0.6041 0.1302 1.50 2.57 -0.41 -0.344
H 0.6576 -2.3479 -0.1985 0.40 2.07 -0.03 0.321
H 1.0885 2.1427 -0.0771 -0.59 -2.57 0.24 0.350
H -2.6858 0.2856 0.3399 -1.38 -0.47 0.46 0.333
```
Forces are in eV/Å.

Computed properties:
energy relative to the best compared isomer or geometry (same formula, charge and spin): 190.1 kcal/mol
multiplicity: 1
orbital gap (alpha / beta): 0.2873 / 0.2872 hartree
LUMO (alpha / beta): -0.269 / -0.270 eV

[2]
DFT (the ωB97M-V functional and the def2-TZVPD basis) results for C3H3NO3 in the gas phase at a distorted geometry.

Geometry as XYZ:
```
10
Properties=species:S:1:pos:R:3:forces:R:3:mulliken_charge:R:1
H 0.3974 0.7959 -2.1367 0.03 -0.72 -0.70 0.256
N 0.9518 0.6751 -1.3003 -0.15 -0.23 -0.40 -0.506
C 0.3881 0.0996 -0.3271 0.09 0.90 -0.61 0.480
C 0.9741 1.1391 0.6510 -0.42 -0.02 0.90 0.101
O 0.3186 2.0894 0.9829 0.16 -0.68 0.43 -0.468
O -0.7747 -0.6214 -0.5004 0.03 0.33 0.20 -0.274
C -1.2976 -1.5086 0.4073 0.27 0.00 0.52 0.170
O -0.8128 -1.8208 1.4496 -0.07 0.28 -0.52 -0.425
H 2.0606 1.0282 0.7843 -0.20 -0.01 0.12 0.315
H -2.2435 -1.8958 -0.0068 0.26 0.14 0.06 0.351
```
Forces are in eV/Å.

Computed properties:
SMILES: [H]/N=C(/C=O)OC=O
energy relative to the best compared isomer or geometry (same formula, charge and spin): 67.3 kcal/mol
multiplicity: 1
orbital gap: 0.3891 hartree
LUMO: 0.334 eV

[3]
DFT (the ωB97M-V functional and the def2-TZVPD basis) results for C3H3NO3 in the gas phase at a distorted geometry.

Geometry as XYZ:
```
10
Properties=species:S:1:pos:R:3:forces:R:3:mulliken_charge:R:1
C 0.1933 -1.3313 0.5170 0.22 -0.31 0.54 -1.145
C 0.2239 -0.0179 -0.1978 1.59 -0.33 0.54 0.184
C 1.1947 0.8635 0.0028 0.22 -0.07 -0.19 0.775
O 2.0484 1.6313 0.2258 -0.38 -0.35 -0.02 -0.394
O -0.7912 0.2260 -1.0628 -1.55 2.19 -0.41 -0.330
N -1.1209 1.7248 -0.7755 -5.12 -0.17 -0.19 0.242
O -2.3034 1.9365 -0.8007 5.06 -1.11 -0.24 -0.239
H -0.0609 -1.1904 1.5737 0.03 -0.23 -0.11 0.274
H 1.1614 -1.8361 0.4418 -0.14 0.05 0.15 0.327
H -0.5453 -2.0064 0.0757 0.05 0.32 -0.08 0.306
```
Forces are in eV/Å.

Computed properties:
SMILES: CC(=C=O)ON=O
energy relative to the best compared isomer or geometry (same formula, charge and spin): 125.0 kcal/mol
multiplicity: 1
orbital gap: 0.2685 hartree
LUMO: -1.057 eV